# C3H10N9

2 unconnected molecules or ions with the total composition C3H10N9 in a non-equilibrium geometry (ωB97M-V with the def2-TZVPD basis set, OMol25).

Positions of all 22 atoms, in Å:
C 1.8895 -1.1965 -0.4522
C 2.4955 1.1007 -0.1072
C 0.6272 0.0297 1.0493
N -2.9909 -2.0705 0.0245
N -3.0080 1.7581 0.1012
N -1.9181 -1.4839 -0.0497
N -3.1368 0.5129 -0.0075
N 0.8436 -1.2060 0.3321
N 1.3983 1.1063 0.8341
N 2.6548 -0.1872 -0.7039
N -0.8085 0.3685 -0.5912
N -1.9251 -0.1409 -0.1795
H 1.9984 -2.1056 -0.9253
H 2.5157 1.8691 -0.9351
H 3.3648 1.2887 0.4631
H -0.0308 0.0318 1.8065
H -3.0167 -3.0458 0.2626
H -3.8376 2.1879 0.2641
H -0.9119 -1.8352 0.0110
H 1.4350 1.9457 1.2780
H 3.4012 -0.2241 -1.4784
H -1.0394 1.2964 -0.9964

Energy   -612.59356 hartree
Total charge   +1
Relative energy (zero: lowest compared OMol25 entry of this formula, charge and spin)   92.5 kcal/mol
Orbital gap (spin up / spin down)   7.2 / 6.4 eV

Mulliken population analysis, charges in e, atoms 1 to 6: -0.132 -0.562 0.006 -0.805 -0.575 0.618